--- 1 ---
Below is one molecule with the formula C5H6N2, with properties calculated with wB97M-V/def2-TZVPD.

Values from the calculation:
charge	0
structure (SMILES)	[H]/N=C1\N=CC=C1C

Last column: natural (NBO) charge in e.
CARTESIAN COORDINATES (ANGSTROEM)
C: -1.94 -1.10 -0.27  -0.673
C: -0.72 -0.37 0.25  0.011
C: -0.37 0.25 1.41  -0.301
C: 0.89 1.04 1.17  0.136
C: 0.55 0.00 -0.69  0.369
H: -2.86 -1.01 0.42  0.230
H: -1.81 -2.18 -0.27  0.239
H: -2.20 -0.94 -1.36  0.251
H: -0.91 0.32 2.33  0.217
H: 1.11 1.96 1.74  0.195
H: 1.63 -0.14 -1.88  0.358
N: 1.45 0.86 0.10  -0.474
N: 0.63 -0.42 -1.85  -0.557



--- 2 ---
Below is one molecule with the formula C5H6N2, with properties calculated with wB97M-V/def2-TZVPD.

Values from the calculation:
charge	0
structure (SMILES)	N#C[C@H]1C[C@H]2CN21

Last column: natural (NBO) charge in e.
CARTESIAN COORDINATES (ANGSTROEM)
N: -1.87 1.28 -1.04  -0.322
C: -1.44 0.21 -0.94  0.263
C: -0.55 -0.89 -0.48  -0.177
C: 0.86 -0.46 -0.92  -0.396
C: 0.90 0.25 0.44  -0.090
C: -0.29 0.73 1.22  -0.280
N: -0.14 -0.71 1.00  -0.347
H: -0.91 -1.91 -0.70  0.247
H: 1.05 0.10 -1.84  0.220
H: 1.50 -1.37 -0.94  0.224
H: 1.83 0.39 0.97  0.204
H: -1.28 1.14 1.02  0.237
H: 0.10 1.13 2.15  0.216



What is the most stable structure shown above? It is 1.